1.
Molecular formula: C118H136N22O6S
Method: DFT, the ωB97M-V functional and the def2-TZVPD basis

```
283
Properties=species:S:1:pos:R:3
C -1.67591 2.53921 7.68350
C -0.91398 2.09669 6.40277
C 0.55820 1.83724 6.77094
C 0.66945 0.49014 7.59148
C 0.23008 -0.63342 6.73361
C -1.28420 -0.53220 6.37825
N -1.68807 0.86672 5.88083
O -2.64649 1.05973 5.26244
C -2.17010 -0.61703 7.64636
C -1.64872 -1.60167 5.36688
C -1.03203 3.19357 5.33902
H -1.53199 1.92215 8.56621
H -2.73003 2.60075 7.45317
H -1.30917 3.59506 7.84924
H 0.88571 2.63955 7.38202
H 1.10972 1.83741 5.88211
H 0.10082 0.58483 8.48568
H 1.73865 0.36356 7.83624
H 0.25387 -1.59887 7.24411
H 0.76658 -0.71638 5.83753
H -1.89249 -1.46787 8.27619
H -3.23218 -0.61143 7.46253
H -1.99483 0.19632 8.32322
H -1.37186 -2.59962 5.74921
H -1.10758 -1.44031 4.40051
H -2.74740 -1.56302 5.17495
H -2.02474 3.62626 5.38435
H -0.90482 2.83446 4.31239
H -0.33144 4.02709 5.48975
C -2.21767 1.45082 -0.36400
C -1.07494 0.72022 -1.15315
C 0.14860 1.67676 -1.41451
C 1.33392 0.98448 -2.07521
C 1.75026 -0.21728 -1.21903
C 0.62288 -1.28599 -0.90832
N -0.75372 -0.70782 -0.56857
O -1.50484 -1.21696 0.02183
C 0.98011 -2.21619 0.28531
C 0.44672 -2.17709 -2.15359
C -1.74507 0.26617 -2.45637
H -2.54944 2.24630 -1.03652
H -1.87825 1.79456 0.62008
H -3.08172 0.75275 -0.20383
H 0.35459 2.14999 -0.48011
H -0.16915 2.39569 -2.17152
H 2.19845 1.66197 -2.16816
H 1.09624 0.76911 -3.08785
H 2.08034 0.20577 -0.25843
H 2.45294 -0.90697 -1.59082
H 0.27095 -3.06738 0.40645
H 0.99125 -1.65613 1.25174
H 1.94852 -2.65839 0.02976
H 1.37747 -2.73755 -2.19784
H 0.32799 -1.47368 -2.95128
H -0.37433 -2.89197 -2.11233
H -2.31955 1.08075 -2.91375
H -2.47123 -0.58660 -2.34278
H -1.07122 -0.04817 -3.22287
S -0.52477 0.59635 2.68314
O 0.42964 0.68084 1.54343
O 0.30791 0.58528 4.01159
O -1.44880 1.80347 2.64234
O -1.27576 -0.71627 2.51574
N -0.42181 5.46490 -2.08618
C 0.48257 5.35185 -3.10072
C 0.29351 4.75093 -4.31243
C -0.96395 4.30245 -4.54561
C -1.99110 4.42346 -3.59421
C -1.61706 4.97575 -2.39197
H 1.38289 5.87523 -2.85230
H 1.12193 4.74584 -5.02600
H -1.11808 3.91480 -5.58162
H -2.98813 4.05130 -3.69054
H -2.31805 5.12017 -1.58991
N 10.38032 1.34082 2.57042
C 9.87737 2.55180 2.26962
C 8.61297 2.90038 2.73104
C 7.74451 1.96960 3.26500
C 8.22976 0.66832 3.52383
C 9.55958 0.46282 3.12512
H 10.53340 3.21794 1.79788
H 8.26751 3.92867 2.54369
H 6.76283 2.30573 3.55380
H 7.57744 -0.11676 3.91415
H 10.04761 -0.51354 3.29190
N 0.57779 -9.32916 1.26509
C -0.65946 -9.69075 1.59728
C -1.79583 -9.12565 1.03649
C -1.62350 -7.99344 0.20645
C -0.31165 -7.58365 -0.04763
C 0.74593 -8.31596 0.45362
H -0.70247 -10.50781 2.31043
H -2.77880 -9.54034 1.27933
H -2.54732 -7.46533 -0.10933
H -0.07778 -6.71943 -0.65730
H 1.75107 -8.13195 0.14293
N 4.26336 5.07687 -0.66082
C 5.44215 4.54051 -0.47786
C 5.63229 3.30010 0.06050
C 4.55580 2.50646 0.51092
C 3.30917 3.05376 0.32935
C 3.22654 4.36032 -0.19024
H 6.26467 5.09562 -0.94755
H 6.61498 2.86309 0.14567
H 4.60493 1.51407 1.02557
H 2.40950 2.51447 0.65310
H 2.26164 4.82370 -0.35490
N 4.04524 -2.02270 -4.39818
C 3.80187 -3.32322 -4.12912
C 2.65316 -4.01329 -4.53877
C 1.68339 -3.29612 -5.24675
C 1.87049 -1.92305 -5.43283
C 3.07208 -1.33808 -5.00825
H 4.56922 -3.81563 -3.55774
H 2.56022 -5.07621 -4.28231
H 0.70007 -3.72355 -5.48921
H 1.07311 -1.30140 -5.71338
H 3.28238 -0.32472 -5.09202
N -4.85997 -0.95868 -1.78448
C -5.25476 0.27323 -1.97816
C -6.59195 0.69539 -2.01822
C -7.56870 -0.29914 -1.87829
C -7.16843 -1.61355 -1.65799
C -5.83152 -1.87684 -1.62765
H -4.54309 1.04850 -2.06689
H -6.72698 1.75126 -2.07223
H -8.61890 -0.05827 -1.98779
H -7.87602 -2.36534 -1.43743
H -5.54276 -2.91395 -1.45659
N -4.52727 3.71027 -1.34818
C -4.48309 3.96915 -0.07270
C -5.45099 4.52674 0.75434
C -6.63192 4.86315 0.13537
C -6.77122 4.60751 -1.21598
C -5.67467 4.06756 -1.96781
H -3.52723 3.66951 0.38677
H -5.26404 4.54914 1.83315
H -7.49569 5.13172 0.71849
H -7.72279 4.90123 -1.66188
H -5.77318 3.91001 -3.05732
N 5.27281 3.30750 -6.61418
C 5.19491 2.07281 -6.05487
C 5.13379 1.77451 -4.68551
C 4.95291 2.87596 -3.81276
C 4.88243 4.15752 -4.36750
C 4.98085 4.33864 -5.77471
H 5.37479 1.18863 -6.67012
H 5.26370 0.80159 -4.27949
H 4.90388 2.85185 -2.76057
H 4.68920 5.01825 -3.72003
H 4.95804 5.32888 -6.16077
N 6.29262 -0.84055 -0.68983
C 6.37428 -0.81626 -2.01500
C 7.43944 -0.16841 -2.65201
C 8.46581 0.42482 -1.86012
C 8.49960 0.14346 -0.49886
C 7.31636 -0.44302 0.01618
H 5.53277 -1.16741 -2.63850
H 7.32298 -0.09491 -3.73747
H 9.26669 0.94078 -2.35137
H 9.30744 0.51201 0.15060
H 7.09305 -0.45942 1.08872
N 4.16043 -1.95511 4.99296
C 5.24283 -2.48484 4.38010
C 5.58318 -2.35897 3.06300
C 4.68156 -1.60473 2.26753
C 3.56964 -1.01727 2.82232
C 3.38868 -1.18274 4.22725
H 5.88923 -3.03106 5.01371
H 6.52372 -2.78496 2.62606
H 4.89105 -1.38686 1.26907
H 2.81846 -0.37392 2.39424
H 2.46964 -0.78578 4.60443
N 4.14577 3.65845 4.35262
C 3.96501 4.96698 4.13422
C 2.88117 5.57178 3.45872
C 1.89473 4.70627 3.07478
C 2.02545 3.32558 3.30192
C 3.12933 2.83131 3.92201
H 4.84472 5.52167 4.45556
H 2.95949 6.64007 3.14668
H 1.04367 5.04391 2.52431
H 1.25631 2.67529 2.99282
H 3.24434 1.77481 4.07453
N -6.42645 2.22077 3.57701
C -5.10258 2.00082 3.39321
C -4.59739 1.17894 2.42703
C -5.48267 0.61557 1.49939
C -6.83497 0.87751 1.64455
C -7.22910 1.68995 2.69530
H -4.44285 2.42403 4.11546
H -3.54944 0.98544 2.36882
H -5.10892 0.11802 0.64047
H -7.53027 0.71020 0.86553
H -8.29267 1.89234 2.86326
N -0.18250 0.62444 -6.49172
C -0.38146 0.59556 -7.83809
C 0.35477 1.43993 -8.70507
C 1.36113 2.25153 -8.20635
C 1.57727 2.30147 -6.80773
C 0.76556 1.46030 -6.01477
H -1.01446 -0.13709 -8.25538
H 0.25091 1.30834 -9.77334
H 1.89305 2.85212 -8.94662
H 2.36516 2.85675 -6.28555
H 0.78010 1.49428 -4.90443
N -2.00941 -3.62702 -4.91919
C -1.82618 -2.53968 -5.67597
C -2.86161 -1.94114 -6.41092
C -4.06271 -2.68407 -6.52639
C -4.24821 -3.78091 -5.67221
C -3.19775 -4.19352 -4.86946
H -0.80816 -2.12550 -5.74701
H -2.66696 -1.09838 -7.04112
H -4.92139 -2.53486 -7.18255
H -5.14950 -4.37308 -5.64314
H -3.26442 -5.08169 -4.22711
N -0.77938 -5.32294 2.86559
C -0.19690 -4.13071 2.76199
C 1.17083 -3.97149 3.03416
C 1.83424 -5.06377 3.58852
C 1.24907 -6.30481 3.63406
C -0.08528 -6.39593 3.25421
H -0.82269 -3.31489 2.43702
H 1.57641 -2.95970 2.99079
H 2.81294 -4.90458 4.08862
H 1.75764 -7.18685 4.04127
H -0.74925 -7.27345 3.46235
N 2.58283 -6.28248 -1.36671
C 3.77295 -6.40674 -2.02001
C 4.93836 -5.74094 -1.63190
C 4.89079 -4.96601 -0.47816
C 3.68743 -4.80988 0.17623
C 2.51948 -5.44491 -0.35495
H 3.82407 -7.18102 -2.77497
H 5.88101 -5.88700 -2.16218
H 5.71905 -4.39392 -0.12321
H 3.53925 -4.14929 1.01154
H 1.52376 -5.39838 0.12244
N -3.79608 -5.98852 -1.71088
C -2.70483 -5.23103 -1.52346
C -2.48701 -4.47762 -0.41560
C -3.52087 -4.33664 0.48684
C -4.69379 -5.00070 0.29587
C -4.77515 -5.85046 -0.81252
H -1.96168 -5.27413 -2.29355
H -1.59820 -3.84896 -0.36289
H -3.35804 -3.60149 1.27172
H -5.60460 -4.81322 0.84832
H -5.71570 -6.33408 -1.13125
N -3.20117 7.30151 2.55456
C -2.62595 7.56358 1.38713
C -1.76499 6.70162 0.71947
C -1.47705 5.49951 1.31831
C -2.09726 5.15694 2.53572
C -2.86290 6.12930 3.11630
H -2.85995 8.52465 0.94141
H -1.27429 6.97566 -0.20526
H -0.77723 4.85591 0.75898
H -1.92050 4.18682 3.04157
H -3.41201 6.01174 4.06196
N -3.17702 2.69365 -6.78309
C -4.10902 3.59239 -7.23415
C -5.47408 3.56935 -6.88318
C -5.79298 2.60969 -5.91758
C -4.85127 1.72998 -5.39607
C -3.55286 1.80267 -5.85169
H -3.75156 4.26169 -8.06028
H -6.17859 4.29070 -7.30279
H -6.78849 2.49029 -5.50465
H -5.15781 1.07037 -4.67683
H -2.80962 1.12184 -5.47410
N -6.28546 -2.40705 5.17080
C -5.72599 -3.60032 5.44474
C -4.57996 -4.04898 4.80899
C -4.02846 -3.21507 3.86965
C -4.57748 -2.03458 3.50110
C -5.71892 -1.64424 4.24683
H -6.25957 -4.14740 6.20486
H -4.11944 -5.04155 4.99781
H -3.10252 -3.51617 3.34919
H -4.04128 -1.44202 2.72041
H -6.11613 -0.62875 4.21207
```

The frontier orbital gap comes out at 7.19 eV. The lowest unoccupied orbital energy comes out at -1.43 eV. For the maximum force, the calculation gives 0.242 Eh/bohr.

2.
Molecular formula: C17H27FN5O9P2Ru
Method: DFT, the ωB97M-V functional and the def2-TZVPD basis

```
62
Properties=species:S:1:pos:R:3
Ru 0.55014 -0.56477 0.13304
O -0.57001 -3.01022 -2.46507
P -1.31430 -2.93169 -1.05143
O -2.65780 -3.49474 -1.06508
O -1.15989 -1.45906 -0.60444
O -0.23733 -3.69708 -0.10398
P -0.04969 -3.35320 1.45300
O 0.96135 -4.45549 1.93444
O -1.27948 -3.30133 2.23547
O 0.76280 -1.98838 1.44851
H -1.03331 -3.62743 -3.04639
H 1.75183 -4.55903 1.39039
N -2.96069 0.37538 -0.05305
C -3.47634 1.45741 0.84766
C -3.59566 0.90890 2.26664
C -2.24129 0.67300 2.94200
N -1.53352 -0.44150 2.29974
C -1.36472 1.92036 2.87547
C -1.20679 2.51441 1.47704
N -0.22762 1.77632 0.62492
C -2.56225 2.67551 0.78571
H -3.68666 -0.27993 -0.34157
H -2.25113 -0.17991 0.45886
H -2.48209 0.73851 -0.89810
H -4.45884 1.73814 0.46948
H -4.17731 -0.01765 2.26737
H -4.16400 1.62962 2.85729
H -2.43811 0.45532 3.99714
H -2.01697 -1.33427 2.40660
H -0.65385 -0.59949 2.78173
H -0.37945 1.69993 3.29684
H -1.80597 2.68935 3.51443
H -0.80976 3.52571 1.60160
H 0.70135 2.10097 0.87418
H -0.38471 2.04582 -0.34770
H -2.42762 2.99774 -0.24973
H -3.08997 3.48461 1.29485
F 5.83362 1.98364 1.83868
C 4.69577 1.41089 1.44592
C 4.17195 0.37488 2.19587
C 2.99406 -0.22102 1.77672
C 2.33581 0.23095 0.62475
C 2.90813 1.27487 -0.11864
C 4.08393 1.87279 0.29058
H 4.69002 0.03943 3.08375
H 2.58966 -1.04458 2.34669
H 2.43695 1.62655 -1.02728
H 4.53743 2.67867 -0.27008
C 2.59922 -1.79133 -4.25790
N 1.68314 -0.78360 -3.72306
C 0.90817 0.00968 -4.52599
C -0.04847 0.81780 -4.03620
C -0.27453 0.86432 -2.61058
O -1.20991 1.48326 -2.08112
N 0.62115 0.15637 -1.84473
C 1.47536 -0.76283 -2.37685
O 2.02317 -1.55643 -1.59876
H 2.68827 -1.64350 -5.33024
H 2.21555 -2.78831 -4.04974
H 3.57477 -1.68487 -3.79050
H 1.10634 -0.07456 -5.58548
H -0.66990 1.41505 -4.68366
```

The frontier orbital gap (spin up / spin down) comes out at 9.13 / 6.68 eV. The relative energy (zero: lowest compared OMol25 entry of this formula, charge and spin) comes out at 119.8 kJ/mol. As for the spin multiplicity: 5. As for the charge: +1. The lowest unoccupied orbital energy (spin up / spin down) comes out at -3.00 / -5.45 eV. For the maximum force, the calculation gives 0.008 Eh/bohr.

3.
Molecular formula: C21H23N3O5
Method: DFT, the ωB97M-V functional and the def2-TZVPD basis

```
52
Properties=species:S:1:pos:R:3
C 5.72020 -0.31750 -1.69006
C 5.24049 0.75293 -0.76329
C 6.01696 1.87997 -0.52344
C 5.56973 2.89256 0.30293
C 4.32775 2.79650 0.90484
C 3.52945 1.68217 0.70042
C 2.18862 1.56171 1.36358
C 4.00118 0.66078 -0.12957
N 3.16487 -0.46549 -0.33267
C 3.46539 -1.74199 -0.01800
O 4.54793 -2.14697 0.33586
C 2.28113 -2.70953 -0.18329
O 1.01894 -2.06748 -0.27432
C 0.46422 -1.67040 0.89129
O 0.98960 -1.83795 1.96461
C -0.83384 -1.00360 0.69543
C -1.50039 -0.47414 1.81068
C -2.73179 0.10350 1.68494
C -3.40298 0.19874 0.43672
N -4.70402 0.53466 0.40563
C -5.54115 0.61353 -0.77591
C -6.93384 0.95743 -0.25644
C -6.93416 0.36363 1.14616
C -5.50712 0.62881 1.61574
C -2.62854 -0.17639 -0.69739
N -2.95565 0.15975 -2.04469
O -2.72776 -0.65914 -2.91447
O -3.37769 1.28685 -2.25618
C -1.40355 -0.81850 -0.55072
H 4.93530 -0.59785 -2.39161
H 5.98666 -1.20770 -1.12114
H 6.59064 0.01959 -2.24659
H 6.98235 1.96259 -1.00064
H 6.18679 3.76156 0.47596
H 3.97621 3.58972 1.54834
H 1.38232 1.60514 0.62771
H 2.10639 0.61734 1.90088
H 2.04187 2.37428 2.07007
H 2.19194 -0.25639 -0.51364
H 2.29972 -3.39898 0.66669
H 2.40610 -3.26975 -1.11261
H -1.01859 -0.54095 2.77383
H -3.20028 0.51450 2.56276
H -5.17535 1.37928 -1.46752
H -5.53380 -0.35065 -1.30133
H -7.71712 0.55051 -0.89098
H -7.05535 2.03964 -0.20507
H -7.67385 0.81768 1.80099
H -7.11842 -0.71038 1.10148
H -5.18771 -0.10909 2.35326
H -5.41766 1.63146 2.04995
H -0.88889 -1.13996 -1.44381
```

The frontier orbital gap comes out at 8.25 eV. The relative energy (zero: lowest compared OMol25 entry of this formula, charge and spin) comes out at 335.4 kJ/mol. The lowest unoccupied orbital energy comes out at -0.32 eV. For the maximum force, the calculation gives 0.023 Eh/bohr. As for the SMILES: Cc1cccc(C)c1NC(=O)COC(=O)c1ccc(N2CCCC2)c([N+](=O)[O-])c1.

4.
Molecular formula: Br2ClHNP
Method: DFT, the ωB97M-V functional and the def2-TZVPD basis

```
6
Properties=species:S:1:pos:R:3
N -1.50662 -0.14406 0.48103
P -0.00417 -0.17684 0.12051
Cl 1.12055 0.50555 -2.57864
Br 0.84555 -2.17357 0.18600
Br 1.62554 1.30769 1.15427
H -2.08085 0.68124 0.63684
```

The frontier orbital gap (spin up / spin down) comes out at 6.52 / 6.52 eV. The relative energy (zero: lowest compared OMol25 entry of this formula, charge and spin) comes out at 158.7 kJ/mol. The lowest unoccupied orbital energy (spin up / spin down) comes out at -3.55 / -3.55 eV. For the maximum force, the calculation gives 0.048 Eh/bohr.